[1]
50
Properties=species:S:1:pos:R:3:mulliken_charge:R:1 method="wB97M-V/def2-TZVPD" lumo_ev=2.51 energy_ha=-1164.20498 multiplicity=1 gap_ha=0.1927 total_charge=-1
C -2.0167 -0.7491 -0.5360 -0.134
C -1.8706 -2.2298 -0.8813 -0.307
C -0.4647 -2.7695 -0.5865 -0.431
O 0.5323 -1.9894 -1.2296 -0.099
C 1.8352 -2.0384 -0.7184 -0.704
I 2.0404 -0.1855 0.7106 -0.372
H -2.1429 -0.6224 0.5448 0.210
H -2.8656 -0.2900 -1.0556 0.413
H -1.1124 -0.2066 -0.8340 -0.512
H -2.1272 -2.4261 -1.9287 0.354
H -2.5522 -2.8017 -0.2307 0.052
H -0.2882 -2.7664 0.5020 0.338
H -0.3887 -3.8046 -0.9566 0.213
H 1.7802 -2.7846 0.1046 0.191
C 0.8840 4.0791 -2.7886 -1.451
C 1.0557 2.7906 -1.9983 -0.233
C 0.0146 1.7059 -2.2464 0.368
C -1.3358 2.1019 -1.8804 0.362
N -2.3878 2.3506 -1.4738 -0.632
H -0.0539 4.5844 -2.5458 0.397
H 1.7043 4.7527 -2.5483 0.409
H 0.9060 3.9001 -3.8653 0.320
H 1.0554 3.0137 -0.9294 0.194
H 2.0312 2.3608 -2.2320 0.291
H 0.2555 0.8280 -1.6399 -0.581
H 0.0050 1.3929 -3.2936 0.412
C 3.4590 3.3936 0.6803 -0.909
C 4.4610 2.4367 0.0510 -0.238
C 5.4302 3.1399 -0.9143 -0.499
C 4.7205 3.7672 -2.0217 0.324
N 4.1586 4.2158 -2.9246 -0.479
H 2.8241 3.8522 -0.0783 0.103
H 2.8099 2.8619 1.3742 0.256
H 3.9651 4.1922 1.2292 0.382
H 3.9296 1.6481 -0.4836 0.129
H 5.0505 1.9493 0.8287 0.274
H 6.1391 2.4266 -1.3365 0.291
H 6.0017 3.9136 -0.3966 0.287
C -4.9702 -3.2361 3.9862 -1.160
C -4.5913 -4.1352 2.8169 -0.359
C -3.1476 -4.6441 2.9027 -0.423
C -2.1882 -3.5476 2.8941 0.202
N -1.4616 -2.6530 2.8355 -0.434
H -4.3475 -2.3416 4.0080 0.355
H -6.0091 -2.9168 3.9069 0.332
H -4.8499 -3.7568 4.9384 0.296
H -4.7196 -3.5946 1.8781 0.252
H -5.2564 -5.0003 2.7813 0.325
H -2.9169 -5.2941 2.0575 0.267
H -2.9986 -5.2220 3.8175 0.360

[2]
77
Properties=species:S:1:pos:R:3:mulliken_charge:R:1 method="wB97M-V/def2-TZVPD" lumo_ev=2.38 energy_ha=-2258.10547 multiplicity=1 gap_ha=0.1856 total_charge=-1
In -0.8517 0.2293 0.1579 1.612
N -3.4414 -2.8358 0.9775 -0.017
C -2.1458 -2.2669 0.6168 -0.337
N -2.0106 -1.6673 -0.7791 -0.531
C -3.0735 -1.2643 -1.3371 0.605
N -3.0101 -0.1460 -2.2272 -1.416
N -2.0806 0.6945 -1.8315 0.790
C -1.7326 1.8138 -2.4098 -1.085
C -1.0873 2.8067 -1.5929 1.146
C -0.6686 4.0477 -2.0155 -0.919
C -0.0265 4.9257 -1.1653 -0.013
C 0.1374 4.6102 0.2019 -1.021
C -0.2740 3.3452 0.5405 0.109
N -0.8611 2.4931 -0.3022 -0.126
C -4.3823 -1.8396 -0.9693 0.502
C -5.4635 -1.4536 -1.6991 -0.318
C -6.7929 -1.8057 -1.3077 -0.819
C -6.9597 -2.5661 -0.2044 -0.361
C -5.8559 -2.8989 0.6613 -0.700
C -4.5414 -2.4808 0.2778 -0.036
H -3.5180 -2.8408 1.9749 0.340
H -1.3742 -3.0108 0.7331 0.282
H -2.1161 2.1823 -3.3941 0.327
H -0.6773 4.3290 -3.0622 0.356
H 0.3305 5.8649 -1.6062 0.357
H 0.7195 5.2711 0.8075 0.425
H -0.1304 2.8211 1.4974 0.348
H -5.3564 -0.6864 -2.4321 0.413
H -7.6753 -1.4513 -1.8431 0.355
H -7.9501 -2.8477 0.0906 0.369
H -6.0383 -3.5396 1.5682 0.304
C 2.5612 3.3083 -4.0565 -0.639
C 1.7484 2.2064 -4.2379 -0.646
C 1.5568 1.2951 -3.2047 -0.640
C 2.1020 1.5035 -1.9069 0.774
C 2.9261 2.6059 -1.8271 -0.429
C 3.2544 3.3949 -2.8822 -0.619
Si 1.6309 0.2975 -0.4684 -0.337
C 2.7622 0.7365 0.9863 0.259
C 4.1245 0.8835 0.8161 -0.030
C 5.0495 0.9862 1.8514 -1.040
C 4.5346 1.0005 3.1222 -0.170
C 3.1726 0.8454 3.3560 -0.611
C 2.2960 0.7070 2.2856 0.129
C 2.3442 -1.4180 -1.0704 0.250
C 2.8797 -1.6090 -2.3324 0.048
C 3.1974 -2.8912 -2.8642 -0.609
C 3.0402 -4.0431 -2.1389 -0.591
C 2.4726 -3.8521 -0.8463 -0.540
C 2.1729 -2.6157 -0.3533 -0.499
H 2.8017 3.9076 -4.9283 0.378
H 1.2146 2.0836 -5.1816 0.361
H 0.8748 0.4456 -3.3538 0.383
H 3.4420 2.7471 -0.8967 0.496
H 4.0522 4.1596 -2.7495 0.296
H 4.4196 0.8620 -0.2043 0.480
H 6.1203 0.9282 1.6674 0.376
H 5.2147 1.0277 4.0031 0.295
H 2.9023 0.9125 4.4619 0.281
H 1.2389 0.4619 2.5085 -0.066
H 3.0486 -0.7411 -3.0188 0.179
H 3.5255 -2.8429 -3.8953 0.370
H 3.3145 -5.0781 -2.4199 0.330
H 2.4076 -4.6943 -0.1375 0.328
H 1.7642 -2.4581 0.5942 0.551
C -1.8418 -1.0601 1.4507 -0.670
C -1.5251 -1.1608 2.8219 0.704
C -1.3016 -2.4291 3.5243 -0.778
C -0.6883 -2.4745 4.7491 -0.667
C -0.4583 -1.3078 5.4981 -0.692
C -0.6148 -0.0675 4.8059 -0.403
C -1.1181 -0.0124 3.5215 -0.303
H -1.5072 -3.3503 3.0080 0.272
H -0.5162 -3.4684 5.2267 0.276
H -0.1194 -1.2757 6.5168 0.369
H -0.2581 0.8259 5.3605 0.305
H -1.3105 0.8847 2.9124 0.550

[3]
16
Properties=species:S:1:pos:R:3:mulliken_charge:R:1 method="wB97M-V/def2-TZVPD" lumo_ev="1.12 / -2.53" e_above_lowest_kj_mol=190.0 energy_ha=-325.66539 multiplicity=3 gap_ha="0.2219 / 0.3052" total_charge=0
C 3.7544 -0.7482 -0.3333 0.151
C 0.2057 1.2360 0.3161 -0.667
C -0.2339 -1.2378 0.1295 -1.421
C -2.0680 0.4103 -0.2739 -1.508
C -0.5681 0.1962 -0.3463 0.960
N 1.1461 1.3079 1.1181 -0.425
O 4.6434 -0.1452 -0.6696 -0.162
H -0.1737 2.1971 0.1794 0.425
H -0.5316 -1.8852 -0.6536 0.419
H -0.9649 -1.6270 1.0263 0.224
H 0.6944 -1.6185 0.3999 0.448
H -2.3142 1.3589 -0.7726 0.380
H -2.2756 0.4360 0.7394 0.455
H -2.5574 -0.4634 -0.8250 0.327
H -0.2856 0.1707 -1.3408 0.162
H 1.5290 0.4124 1.3064 0.232